Entry from the Open Molecules 2025 dataset: a molecular structure, C13H14FNTc (ωB97M-V with the def2-TZVPD basis set).

Each line ends with the Löwdin spin population.
Positions of all 30 atoms, in Å:
C (-0.52211, 0.58764, -2.72263)  -0.0038
C (0.86667, 0.60566, -2.33952)  0.0534
C (1.03861, 1.58384, -1.31400)  0.1715
C (-0.21797, 2.16543, -1.02769)  0.1266
C (-1.20068, 1.53845, -1.84729)  0.1801
Tc (-0.54215, -0.68822, -1.04655)  1.4497
N (-2.35111, -0.52820, -0.83446)  0.4571
C (0.57628, -2.27987, -1.58705)  0.0950
C (1.67038, -1.58650, -1.00825)  0.3007
H (1.99168, 1.85365, -0.86552)  0.0073
H (1.66745, 0.14008, -2.91594)  0.0007
H (-0.39736, 2.98567, -0.33805)  0.0040
H (-2.23989, 1.83884, -1.92380)  0.0093
H (-0.93373, 0.09939, -3.60909)  0.0038
H (2.45737, -1.18214, -1.66666)  0.0088
H (0.18986, -3.14994, -1.03338)  0.0168
H (-3.35885, -0.41449, -0.72983)  0.0239
H (2.07078, -1.93031, -0.05609)  0.0156
H (0.53013, -2.36462, -2.66909)  0.0213
F (0.16263, 0.38598, 5.14830)  0.0041
C (0.00595, 0.22556, 3.78676)  0.0135
C (1.13563, -0.02321, 3.01323)  -0.0015
C (0.95398, -0.24690, 1.64600)  0.0227
C (-0.31018, -0.26598, 1.07020)  -0.0029
C (-1.41053, 0.08253, 1.85861)  0.0171
C (-1.26637, 0.30524, 3.23924)  -0.0034
H (2.13583, -0.05084, 3.44770)  -0.0004
H (1.82455, -0.40438, 1.03220)  0.0043
H (-2.38981, 0.19735, 1.42582)  0.0050
H (-2.13704, 0.52032, 3.86686)  -0.0006

Properties
E, Eh: -738.93582
Max |F|, eV/A: 5.43
Kohn-Sham gap (alpha / beta), eV: 6.6 / 6.7
Spin multiplicity: 4
Expectation value of S²: 3.804